No. 1
Here is a single C19H15ClF6N2O3S molecule from OMol25. Energies are from ωB97M-V/def2-TZVPD.

XYZ file:
```
47
C19H15ClF6N2O3S (ωB97M-V/def2-TZVPD)
H -2.579 -2.205 -1.720
O -1.811 -4.515 0.795
H -1.915 -0.816 2.065
H -1.156 -3.043 -1.053
H -0.556 -1.889 1.549
C -4.417 -3.840 0.453
H 3.843 2.047 4.935
H 1.225 0.240 -0.175
F 6.672 2.713 1.173
C -2.004 1.727 -4.309
H -1.437 0.639 0.265
H -5.165 -3.063 0.779
H 0.022 1.650 -4.903
C -1.265 0.050 -2.203
N -2.342 -2.043 0.375
C -0.297 0.459 -3.149
C 2.403 1.609 3.446
C 3.143 1.636 1.124
C -1.413 -1.262 1.180
C -0.818 -0.226 0.233
H -3.439 0.115 -1.728
C -1.781 -2.150 -0.968
F 5.236 3.541 -0.195
C -2.620 0.498 -2.332
H -4.792 -4.799 0.758
H 0.103 -1.332 -1.365
C -2.966 1.335 -3.367
O -0.132 0.966 2.509
F -4.255 1.694 -3.590
C 3.683 1.933 3.887
N 0.553 0.124 0.569
H -4.366 -3.858 -0.616
C 5.529 2.444 0.565
O -2.925 -3.292 2.569
Cl 2.806 1.586 -0.602
C 2.119 1.374 2.078
H 5.627 2.442 3.328
F 5.715 1.349 -0.210
C -0.856 -0.944 -1.120
C 4.682 2.167 2.935
F 1.009 0.115 -3.058
H 1.579 1.492 4.165
C -0.699 1.328 -4.180
C 4.432 2.073 1.567
C 0.803 0.860 1.711
S -2.805 -3.512 1.134
F -2.372 2.579 -5.308
```

As for the structure (SMILES): CS(=O)(=O)N1C[C@@H](NC(=O)c2cccc(C(F)(F)F)c2Cl)[C@H](c2cc(F)c(F)cc2F)C1. The total energy comes out at -68731.423 eV. Its frontier orbital gap is 0.3446 hartree. The value obtained for the LUMO energy is -0.2043 eV. The calculation puts the HOMO energy at -0.3521 hartree.

---

No. 2
Here is 2 unconnected molecules or ions with the total composition C2H7NS2 from OMol25. Energies are from ωB97M-V/def2-TZVPD.

XYZ file:
```
12
C2H7NS2 (ωB97M-V/def2-TZVPD)
H -0.753 -1.299 0.422
H -2.866 0.097 1.859
C -0.032 0.324 -0.676
N 1.020 -0.609 -1.080
S 3.078 0.358 1.189
S -2.416 0.480 0.652
C -0.740 -0.229 0.583
H -0.756 0.424 -1.492
H 1.820 -0.544 -0.447
H 0.428 1.304 -0.488
H 1.375 -0.325 -1.985
H -0.158 0.019 1.464
```

The total energy comes out at -25343.658 eV. Its frontier orbital gap is 0.1701 hartree. The value obtained for the LUMO energy is -4.3665 eV. The calculation puts the HOMO energy at -0.3306 hartree.

---

No. 3
Here is a gas-phase ion, C5H10N3S (charge +1) from OMol25. Energies are from ωB97M-V/def2-TZVPD.

XYZ file:
```
19
C5H10N3S (ωB97M-V/def2-TZVPD)
H 0.665 -3.213 1.294
H -0.348 -2.485 -0.011
N -1.785 1.170 0.228
S -2.074 1.246 -1.498
H 1.309 -2.754 -0.277
H 0.229 1.806 -2.439
N 0.210 2.116 -0.408
C 0.340 -0.006 -1.109
C 0.741 -0.975 1.099
H 0.175 -1.068 1.937
H 0.787 -0.722 -1.660
C 0.611 -2.414 0.496
C -0.099 1.331 -1.574
C -0.376 1.289 0.592
H 1.846 -0.632 1.242
H 0.151 3.084 -0.584
H -2.365 0.477 0.811
N 0.262 0.017 0.178
H -0.280 1.730 1.682
```

As for the structure (SMILES): CC[N+]1=C[C@@H]2N[C@H]1NS2. The total energy comes out at -20643.603 eV. Its frontier orbital gap is 0.2922 hartree. The value obtained for the LUMO energy is -4.6555 eV. Its charge is +1. The calculation puts the HOMO energy at -0.4633 hartree.

---

No. 4
Here is a single C24H15N3O3 molecule from OMol25. Energies are from ωB97M-V/def2-TZVPD.

XYZ file:
```
45
C24H15N3O3 (ωB97M-V/def2-TZVPD)
H 2.054 -0.041 -3.717
C -0.341 -0.237 2.411
H 3.258 -5.599 2.072
N -1.208 0.670 -1.326
H 0.778 -1.851 1.611
H -2.359 3.862 1.832
N -1.456 1.577 2.773
C -0.307 2.589 -5.297
H 0.820 -3.551 5.924
O -0.581 0.314 1.221
C -2.706 4.061 -1.577
N -0.825 0.520 3.372
C 1.646 1.270 -5.368
C -1.982 2.554 -3.423
H 2.141 -3.446 1.810
C -2.811 4.405 -0.248
H 2.553 0.956 -5.900
C 2.753 -5.153 2.919
H -0.965 3.359 -5.710
H -1.214 -0.007 -0.562
H 1.041 2.618 -6.954
C -2.159 2.816 -1.967
C 0.170 1.096 -3.419
C -1.709 1.962 -0.940
H -3.350 5.330 -0.085
H 3.371 -6.689 4.253
C 1.372 0.740 -4.112
C 0.573 -2.127 3.697
C 2.074 -5.220 5.239
C 1.379 -3.342 3.842
C 2.790 -5.772 4.175
C -1.282 1.449 1.493
C 0.805 2.174 -5.961
C 1.398 -3.999 5.091
C 0.355 -1.470 2.510
C -2.310 3.583 0.784
C -0.114 0.448 -2.116
H -3.115 4.720 -2.338
O 0.526 -0.514 -1.732
H 0.170 -1.698 4.604
O -2.908 2.864 -4.204
C -0.689 2.057 -4.034
H 2.096 -5.676 6.179
C -1.804 2.332 0.412
C 2.071 -3.934 2.765
```

As for the structure (SMILES): O=c1[nH]c2c(-c3nnc(/C=C/c4ccccc4)o3)cccc2c(=O)c2ccccc12. The total energy comes out at -35743.293 eV. Its frontier orbital gap is 0.2819 hartree. The value obtained for the LUMO energy is -0.6333 eV. The calculation puts the HOMO energy at -0.3052 hartree.